Entry 1:
DFT (ωB97M-V/def2-TZVPD) results for a single C7H10 molecule.

Geometry (Å):
C 2.746783 0.302668 -0.145434
C 1.501623 -0.561984 0.041487
C 0.274526 0.144529 -0.347645
C -0.869871 -0.734887 -0.708044
C -1.998924 -0.505729 0.328059
C -2.270491 0.921195 0.526432
C -2.439087 2.106976 0.642481
H 2.822129 0.601813 -1.195445
H 3.666603 -0.220080 0.131947
H 2.654202 1.218380 0.445265
H 1.624479 -1.594794 -0.333558
H 1.282952 -0.671809 1.128620
H -1.239002 -0.360193 -1.674661
H -0.673650 -1.818385 -0.808152
H -1.705908 -0.967233 1.279526
H -2.904921 -1.024770 -0.002969
H -2.535132 3.166407 0.724762

Atoms 1-6, force components in eV/Å:
0.14 0.05 0.01
-0.06 0.11 -0.18
0.07 -0.41 0.01
0.08 0.03 0.00
-0.09 -0.01 0.07
-0.17 0.54 0.05

Computed properties:
E (eV): -7415.583
Total charge: 0
Spin multiplicity: 1
ΔE to the lowest compared entry with this formula, charge and spin (eV): 5.452

Löwdin population analysis, charges in e, atoms 1 to 8: C -0.127; C -0.320; C 0.042; C -0.258; C -0.219; C -0.171; C 0.107; H 0.070

Entry 2:
DFT (ωB97M-V/def2-TZVPD) results for 12 unconnected molecules or ions with the total composition C12H48N6O12.

Geometry (Å):
N 7.978727 14.472559 -11.139879
C 8.065396 13.141888 -11.374402
N 7.827195 12.443695 -10.275896
O 8.140329 12.629741 -12.696427
H 8.094090 15.162883 -11.857918
H 7.614571 14.770142 -10.217277
H 7.938588 11.385259 -10.422632
H 7.883070 12.900847 -9.338033
N 5.564910 12.470426 -16.265304
C 4.637750 12.510011 -17.128840
N 3.545183 13.058418 -16.690664
O 4.824226 12.030850 -18.421542
H 6.556839 12.247078 -16.671657
H 5.435503 13.042772 -15.432501
H 2.682155 13.030990 -17.294171
H 3.380346 13.460136 -15.792100
N 2.826316 10.742421 -15.330886
C 3.578860 9.690102 -15.268345
N 4.858980 9.970054 -15.322171
O 3.124286 8.440013 -15.278797
H 1.819175 10.664611 -15.439149
H 3.217622 11.632824 -15.616826
H 5.491881 9.142507 -15.389694
H 5.242954 10.818811 -15.685369
C 4.623042 13.576273 -8.993647
O 5.074932 12.386944 -9.613215
H 4.094819 14.155854 -9.716933
H 5.529951 14.055682 -8.804381
H 3.854827 13.390065 -8.276015
H 5.934561 12.546966 -9.907900
C 1.566214 12.643091 -11.168495
O 1.341379 13.839807 -11.808532
H 1.462885 12.885582 -10.138449
H 2.455341 12.061531 -11.404270
H 0.722495 12.077640 -11.503492
H 0.985944 13.517065 -12.589910
C 0.865859 13.664414 -14.820677
O 2.140300 14.337963 -14.712164
H 0.149357 14.444030 -15.109657
H 0.490105 13.134792 -13.973143
H 0.917946 12.913833 -15.619314
H 2.036470 15.224614 -14.204011
C 1.179366 9.448881 -12.212536
O 1.104204 10.447652 -13.140461
H 0.291510 9.357472 -11.602863
H 1.952923 9.740294 -11.463437
H 1.455818 8.489460 -12.646433
H 1.867799 10.431867 -13.676689
C 4.584350 13.050985 -12.994268
O 4.886853 13.921924 -13.986670
H 4.271146 12.077216 -13.403070
H 3.779361 13.476835 -12.440720
H 5.476824 12.935299 -12.324902
H 5.041761 14.774052 -13.571817
C 7.797895 14.987386 -15.016034
O 8.977842 14.178420 -15.337545
H 6.949547 14.698314 -15.622263
H 7.820715 16.052228 -15.164357
H 7.437687 14.801347 -13.973617
H 9.544437 14.181179 -14.555847
C 4.833775 9.478212 -12.320243
O 6.059124 10.102123 -12.639304
H 3.852440 9.917196 -12.621991
H 4.795266 9.616865 -11.230590
H 4.936037 8.464027 -12.603260
H 6.025183 10.259729 -13.586134
C 4.462703 16.576640 -16.227575
O 4.070062 15.581711 -17.176063
H 3.673629 17.362884 -16.125452
H 5.513948 16.945328 -16.447121
H 4.633958 16.043823 -15.369408
H 3.892955 14.680588 -16.853325
C 4.682705 16.489474 -11.783876
O 5.487827 16.659862 -12.937650
H 5.331971 16.260330 -10.957502
H 3.959142 15.653164 -11.816356
H 4.180053 17.407212 -11.567955
H 5.640851 17.595734 -12.936509

Atoms 1-6, force components in eV/Å:
-0.12 0.58 0.98
-0.62 -0.65 -7.72
0.56 -3.41 1.08
0.14 2.69 7.59
-0.09 -0.15 -0.19
0.59 -0.04 -1.24

Computed properties:
SMILES string: NC(N)=O.NC(N)=O.NC(N)=O.CO.CO.CO.CO.CO.CO.CO.CO.CO
E (eV): -46726.325
Total charge: 0
Spin multiplicity: 1
ΔE to the lowest compared entry with this formula, charge and spin (eV): 6.996

Löwdin population analysis, charges in e, atoms 1 to 8: N 0.152; C -0.542; N 0.122; O -0.118; H 0.094; H 0.110; H 0.183; H 0.143

Entry 3:
DFT (ωB97M-V/def2-TZVPD) results for a molecular structure, C13H16F3GaN.

Geometry (Å):
N 4.075036 -0.846462 -2.224311
Ga 3.205979 0.868442 -2.007898
C 1.143602 0.470851 -1.967016
F 0.655503 0.640367 -0.704943
F 0.778782 -0.775121 -2.319489
F 0.367376 1.258191 -2.733740
H 3.426111 -1.483228 -2.678478
H 4.320756 -1.283423 -1.341708
H 3.544570 1.616675 -0.632670
H 3.562626 1.867419 -3.220565
C -2.154344 1.816269 0.177227
C -3.273746 2.052580 0.964266
C -3.660453 3.354640 1.252857
C -2.930243 4.420559 0.746583
C -1.812577 4.182708 -0.043194
C -1.420094 2.881072 -0.325877
H -1.850358 0.802785 -0.046590
H -3.846109 1.219555 1.354310
H -4.530579 3.538294 1.871721
H -3.232289 5.437269 0.967760
H -1.243468 5.014355 -0.439262
H -0.550068 2.697485 -0.935865
C -0.629373 -2.625452 1.724487
C 0.177421 -2.018102 0.770687
C 1.262146 -2.701973 0.244047
C 1.533106 -3.999413 0.657617
C 0.727558 -4.607146 1.612508
C -0.351838 -3.918513 2.149554
H -1.476555 -2.090382 2.136453
H -0.038002 -1.017327 0.426530
H 1.885468 -2.226191 -0.503310
H 2.373645 -4.536432 0.235907
H 0.939688 -5.619090 1.936570
H -0.979275 -4.391265 2.895829

Atoms 1-6, force components in eV/Å:
-0.16 0.03 0.07
0.31 0.28 -0.11
1.72 0.51 -0.11
-0.54 0.03 0.74
-0.36 -1.20 -0.14
-0.76 0.83 -0.61

Computed properties:
E (eV): -75760.513
Total charge: -1
Spin multiplicity: 1

Löwdin population analysis, charges in e, atoms 1 to 8: N -0.184; Ga 0.289; C -0.691; F -0.032; F 0.027; F 0.016; H -0.063; H -0.065

Entry 4:
DFT (ωB97M-V/def2-TZVPD) results for a gas-phase ion, C8H17O4S (charge -1).

Geometry (Å):
C -3.587686 1.557092 -0.058590
C -2.555278 0.810201 0.777155
C -1.972480 -0.395284 0.042424
C -1.213214 -1.362843 0.958992
C 0.004228 -2.042375 0.304387
C 1.361706 -1.340397 0.536612
C 2.108680 -0.981735 -0.752829
C 3.301621 -0.057119 -0.520926
O 3.013265 1.184877 0.098337
S 2.108973 2.281330 -0.744051
O 2.578134 2.134916 -2.111973
O 2.453300 3.513220 -0.076964
O 0.711512 1.831789 -0.552779
H -3.229115 1.697655 -1.077307
H -3.809008 2.537997 0.360142
H -4.524707 0.998198 -0.101581
H -1.734321 1.470320 1.043492
H -3.024660 0.456953 1.701635
H -2.791855 -0.924789 -0.454220
H -1.287288 -0.030278 -0.718945
H -0.874448 -0.802646 1.832613
H -1.902878 -2.123428 1.332956
H -0.174488 -2.107397 -0.770131
H 0.067116 -3.070345 0.667047
H 2.006392 -1.987782 1.137371
H 1.213267 -0.422917 1.100191
H 1.417517 -0.516317 -1.451392
H 2.508475 -1.890883 -1.212529
H 3.830345 0.126203 -1.457200
H 3.996894 -0.544216 0.168063

Atoms 1-6, force components in eV/Å:
0.02 -0.03 0.10
-0.09 -0.29 -0.07
0.02 0.02 0.13
0.13 0.09 0.00
0.01 0.00 0.09
-0.04 0.03 -0.25

Computed properties:
SMILES string: CCCCCCCCOS(=O)(=O)[O-]
E (eV): -27599.334
Total charge: -1
Spin multiplicity: 1
ΔE to the lowest compared entry with this formula, charge and spin (eV): 0.000

Löwdin population analysis, charges in e, atoms 1 to 8: C -0.123; C -0.276; C -0.229; C -0.214; C -0.204; C -0.199; C -0.200; C -0.268